A cluster of 2 separate species, C2H7N5 in total. Source: the Open Molecules 2025 dataset; level of theory: ωB97M-V/def2-TZVPD.

```
14
Properties=species:S:1:pos:R:3:forces:R:3:lowdin_spin:R:1
C 1.100553 -1.120876 -1.373746 4.11 3.22 -1.05 0.66
C -0.778809 -1.572241 0.075756 -0.98 5.26 0.47 0.09
N -1.990222 1.022646 -0.531259 0.71 0.95 0.18 0.00
N -1.081376 1.323221 0.076148 -4.28 0.39 -2.66 0.02
N 0.118878 -0.650318 -0.662543 -3.42 -2.61 0.45 0.97
N -0.225660 1.343785 0.890238 2.84 -0.53 3.59 0.05
N 0.642639 2.441708 1.065302 -0.60 0.45 -1.60 0.00
H 1.287267 -2.078718 -1.700318 -0.48 -2.09 -0.91 0.10
H 1.924848 -0.391077 -1.575069 -0.41 -0.83 0.47 0.07
H -0.605057 -2.524582 -0.170042 1.20 -3.64 -0.87 0.02
H -0.602856 -1.342697 1.097401 -0.04 -0.44 1.30 0.02
H -1.850711 -1.369856 -0.133281 0.66 0.12 -0.05 0.00
H 0.518131 2.890768 1.954124 -0.22 -0.27 0.46 0.00
H 1.542375 2.028238 0.987289 0.92 0.02 0.22 0.00
```
Positions in Å, forces in eV/Å.

## Properties
2S+1 = 3
<S²> = 2.01
HOMO-LUMO gap (spin up / spin down) = 6.2 / 8.0 eV
E_LUMO (spin up / spin down) = 0.60 / -1.59 eV
Relative energy (zero: lowest compared OMol25 entry of this formula, charge and spin) = 133.3 kJ/mol

***

An isolated molecule of C3H2. Source: the Open Molecules 2025 dataset; level of theory: ωB97M-V/def2-TZVPD.

```
5
Properties=species:S:1:pos:R:3:forces:R:3:mulliken_charge:R:1
C 0.788217 0.088695 -0.196536 -4.44 0.44 -0.31 0.28
C 2.027260 -0.002949 -0.121986 2.62 -0.11 0.04 -0.36
C -0.552583 0.043922 -0.072051 1.98 -2.43 1.67 -0.44
H -0.994474 -0.909941 0.284495 0.42 0.14 -0.83 0.22
H -1.268422 0.780271 0.106077 -0.59 1.95 -0.57 0.30
```
Positions in Å, forces in eV/Å.

## Properties
2S+1 = 1
HOMO-LUMO gap = 8.4 eV
E_LUMO = -2.00 eV
Relative energy (zero: lowest compared OMol25 entry of this formula, charge and spin) = 18.4 kJ/mol

***

A structure of composition C12H18F3N2O10S2. Source: the Open Molecules 2025 dataset; level of theory: ωB97M-V/def2-TZVPD.

```
47
Properties=species:S:1:pos:R:3:forces:R:3:mulliken_charge:R:1
C -0.012641 -0.227589 -0.181374 0.24 0.07 -0.02 -1.40
C -0.867441 0.271217 -1.308236 0.14 -0.75 -0.18 1.30
C -1.098174 -0.722316 -2.424463 0.60 0.93 -0.76 -1.54
N -1.359550 1.433298 -1.495928 -1.40 -0.63 0.84 -0.67
S -1.660989 2.416879 -0.162734 0.45 3.40 1.78 1.08
O -1.849647 3.733563 -0.724878 -0.56 -0.26 -0.90 -0.74
O -0.542963 2.464906 0.762434 0.24 -1.41 -0.07 -0.62
N -3.037516 2.082972 0.685719 0.25 -1.82 -2.36 -0.55
S -3.787168 0.663771 0.496798 0.21 0.58 2.53 1.18
O -4.975931 0.701953 1.321007 -0.58 0.47 -0.32 -0.74
O -2.950890 -0.461744 0.897496 0.55 -0.15 -1.32 -0.67
C -4.448655 0.423012 -1.154326 -0.53 0.01 -0.41 -0.68
C -5.294440 -0.850501 -1.292754 0.26 -0.55 -0.17 -0.62
C -4.652755 -2.133229 -0.770289 0.05 -0.02 0.40 -0.24
F -4.918118 -3.221997 -1.618446 -0.26 0.04 -0.16 -0.40
H -0.417395 -0.058104 0.807677 -0.19 0.04 0.05 0.42
H 0.241670 -1.275178 -0.331509 -0.23 -0.11 0.06 0.47
H 0.927954 0.319963 -0.240557 -0.04 0.14 0.08 0.39
H -1.428216 -0.172975 -3.307341 -0.10 -0.01 0.02 0.40
H -1.879043 -1.428939 -2.172348 -0.02 -0.26 0.35 0.17
H -0.173996 -1.232705 -2.695875 -0.05 -0.30 0.17 0.48
H -3.713096 0.481226 -1.948852 0.47 -0.07 0.21 0.44
H -5.125893 1.259775 -1.321319 0.16 0.23 0.21 0.36
H -5.479797 -1.001133 -2.360023 0.09 0.03 -0.04 0.41
H -6.276536 -0.760590 -0.835187 0.03 0.33 0.16 0.26
H -3.578639 -2.089581 -0.645064 0.17 0.21 -0.19 0.16
H -5.061641 -2.372327 0.209691 0.00 -0.13 0.03 0.34
C 5.342602 0.517978 -2.331768 0.44 0.01 0.02 -0.44
C 4.139307 1.406903 -2.527424 -0.25 -0.20 -0.33 0.25
O 3.147476 0.749890 -1.760746 0.39 0.17 0.22 -0.20
C 3.795315 0.097347 -0.758033 -0.11 -0.10 0.02 0.53
O 3.268023 -0.330183 0.209945 0.06 -0.16 0.13 -0.38
O 5.126143 0.008950 -1.012576 -0.18 0.16 -0.18 -0.36
F 3.749979 1.438243 -3.824421 -0.03 0.04 0.04 -0.28
H 5.361674 -0.309132 -3.043056 -0.18 0.07 -0.07 0.28
H 6.283260 1.059521 -2.392723 0.02 -0.03 0.23 0.27
H 4.263913 2.427558 -2.162061 -0.07 0.04 -0.11 0.29
C 2.779459 -1.086642 3.333407 0.18 -0.27 -0.47 -0.02
C 2.418831 0.260930 3.899891 -0.56 -0.11 0.08 0.37
O 2.693066 0.091375 5.287381 0.46 0.00 -0.28 -0.33
C 3.684729 -0.836498 5.379386 -0.03 -0.12 0.09 0.61
O 4.336267 -1.028519 6.350835 0.07 -0.06 0.18 -0.52
O 3.835199 -1.508058 4.212303 -0.18 0.27 0.09 -0.35
F 1.109770 0.535419 3.740114 0.03 0.07 0.08 -0.27
H 1.952272 -1.795248 3.395560 -0.13 0.17 0.13 0.24
H 3.121848 -1.033352 2.304676 0.20 -0.04 0.12 0.06
H 3.012371 1.089892 3.509989 -0.09 0.06 0.00 0.27
```
Positions in Å, forces in eV/Å.

## Properties
2S+1 = 1
Total charge = -1
HOMO-LUMO gap = 7.3 eV
E_LUMO = 1.92 eV

***

An isolated molecule of C5H7N. Source: the Open Molecules 2025 dataset; level of theory: ωB97M-V/def2-TZVPD.

```
13
Properties=species:S:1:pos:R:3:forces:R:3:mulliken_charge:R:1
C -0.528088 1.551319 0.012400 0.20 0.00 -0.17 -1.09
C -0.093074 0.118352 -0.014463 0.57 0.10 0.26 0.67
C -1.097409 -0.927274 0.038510 0.77 -1.41 -0.71 -0.20
C 2.415284 -0.592775 -0.008232 0.22 -0.24 -0.15 -0.86
N -2.328551 -0.676639 -0.042311 -0.52 0.20 0.28 -0.58
C 1.153747 -0.303396 -0.052771 -0.26 0.96 0.23 0.04
H -2.941052 -1.488341 -0.032840 0.29 -0.15 -0.02 0.24
H -0.558747 -1.920357 0.011095 -1.16 0.38 0.28 0.36
H 0.333407 2.213756 -0.015349 -0.04 0.07 -0.01 0.35
H -1.182109 1.746371 -0.835040 -0.03 0.09 -0.04 0.29
H -1.110748 1.736457 0.912853 -0.01 0.02 0.05 0.29
H 2.985108 -0.803252 -0.900564 0.02 0.02 -0.18 0.24
H 2.952230 -0.654221 0.926712 -0.05 -0.06 0.19 0.24
```
Positions in Å, forces in eV/Å.

## Properties
2S+1 = 1
HOMO-LUMO gap = 10.3 eV
Structure (SMILES) = [H]/N=C/C(C)=C=C
E_LUMO = 0.95 eV
Relative energy (zero: lowest compared OMol25 entry of this formula, charge and spin) = 197.5 kJ/mol

***

A structure of composition C31H28Cl5N3O4Sn. Source: the Open Molecules 2025 dataset; level of theory: ωB97M-V/def2-TZVPD.

```
72
Properties=species:S:1:pos:R:3:forces:R:3:mulliken_charge:R:1
Sn 1.282334 1.478650 1.424319 -0.19 0.29 0.08 0.49
C -0.727929 1.675941 -4.737268 -0.08 -0.02 -0.04 -0.50
O -1.241307 0.396955 -5.141004 0.26 0.11 -0.03 -0.53
C -2.244139 -0.126145 -4.382138 -0.11 0.06 -0.02 0.25
C -3.432377 -0.459634 -5.016480 -0.12 -0.01 -0.07 -0.47
C -4.484777 -1.006511 -4.298845 0.01 0.01 -0.02 -0.56
C -4.346944 -1.228319 -2.934380 0.00 0.01 0.00 -0.88
C -3.148576 -0.932102 -2.305423 0.00 -0.07 0.06 0.20
C -2.086227 -0.382142 -3.019652 0.06 -0.03 0.19 -0.16
N -0.821339 -0.161216 -2.419861 -0.13 0.05 0.07 0.38
C -0.565409 0.415635 -1.199797 0.03 0.16 -0.01 -0.40
N -1.580748 1.157784 -0.693165 0.11 -0.07 0.24 -0.02
C -1.866562 1.520688 0.659687 0.13 -0.06 -0.14 0.30
C -0.924223 1.700272 1.659029 0.05 -0.03 -0.09 -0.58
C -1.408351 2.058526 2.926843 0.00 0.09 0.03 -0.51
C -2.753489 2.242972 3.182749 0.03 0.01 -0.06 -1.26
C -3.688866 2.055032 2.165699 0.05 -0.01 0.12 -0.45
C -3.240084 1.692179 0.912533 0.08 0.03 0.06 0.99
O -4.052503 1.474649 -0.163292 -0.34 0.00 -0.15 -0.41
C -5.449736 1.627300 0.022048 0.08 -0.02 0.01 -1.09
N 0.602919 0.313573 -0.627249 0.08 -0.16 0.15 0.93
C 1.568014 -0.511564 -1.279242 -0.12 -0.18 0.05 -0.31
C 1.698062 -1.842625 -0.877632 -0.07 0.01 0.05 -0.50
C 2.599715 -2.700129 -1.482353 0.02 0.00 -0.01 -0.66
C 3.395783 -2.233261 -2.524012 -0.03 0.06 0.01 -0.69
C 3.279001 -0.917675 -2.938844 0.08 -0.14 0.02 -0.34
C 2.375224 -0.052138 -2.326754 0.02 -0.14 0.09 0.38
O 2.262746 1.181071 -2.900150 -0.16 0.43 0.01 -0.56
C 2.307873 2.347249 -2.067835 0.09 -0.11 -0.11 -0.66
H -0.482909 2.214021 -5.648886 -0.01 0.00 -0.06 0.34
H 0.169430 1.577014 -4.131488 0.06 -0.05 0.03 0.04
H -1.482429 2.236700 -4.183608 -0.05 0.00 0.01 0.26
H -3.511702 -0.265323 -6.081004 0.01 -0.02 0.11 0.45
H -5.411337 -1.254574 -4.804336 0.07 0.02 0.04 0.38
H -5.160516 -1.656782 -2.361183 0.05 0.02 -0.03 0.44
H -3.019795 -1.147834 -1.250764 0.01 0.01 -0.05 0.47
H -0.014025 -0.439543 -2.954312 0.04 -0.07 0.00 0.30
H -2.404614 1.180226 -1.272769 -0.08 0.01 -0.04 0.30
H -0.703443 2.194908 3.742945 -0.05 0.01 -0.04 0.44
H -3.090988 2.536205 4.170351 0.02 -0.04 -0.04 0.40
H -4.744785 2.173565 2.368142 0.06 0.03 -0.02 0.40
H -5.699242 2.641001 0.340975 0.02 0.03 0.00 0.41
H -5.829064 0.915464 0.758642 0.01 -0.02 0.01 0.40
H -5.908921 1.429457 -0.941606 0.01 -0.02 -0.04 0.27
H 1.060198 -2.185109 -0.067581 0.08 0.04 -0.07 0.37
H 2.677921 -3.730105 -1.150655 -0.03 0.07 -0.03 0.46
H 4.097560 -2.893386 -3.019192 -0.01 0.02 0.03 0.38
H 3.874102 -0.531056 -3.758489 -0.04 -0.01 0.06 0.49
H 2.494448 3.184285 -2.736833 0.03 -0.03 -0.04 0.30
H 3.114189 2.275846 -1.338681 0.04 -0.06 0.03 0.36
H 1.374514 2.511012 -1.538323 -0.13 -0.02 0.03 0.16
C 3.235274 -2.667871 2.811570 0.04 -0.04 -0.05 -1.04
C 3.718622 -1.599118 1.867841 -0.04 0.19 -0.11 0.71
C 5.168351 -1.642631 1.452135 0.00 -0.04 0.04 -1.28
O 2.981673 -0.743202 1.421213 0.18 -0.25 0.11 -0.16
H 3.548224 -3.651657 2.444325 -0.02 0.10 0.06 0.41
H 2.154032 -2.634519 2.922521 0.03 0.00 -0.03 0.12
H 3.709048 -2.522460 3.788825 -0.03 -0.01 -0.07 0.35
H 5.792359 -2.146000 2.192141 -0.02 0.03 -0.06 0.42
H 5.533031 -0.634026 1.262686 -0.04 -0.03 0.01 0.34
H 5.224508 -2.203024 0.511997 -0.01 0.01 0.07 0.27
Cl 3.032537 2.365276 4.276355 -0.20 -0.19 -0.19 -0.21
C 2.051779 0.933936 4.525178 -0.24 -0.28 0.05 0.97
C 1.255075 0.429479 3.495494 0.26 0.13 0.07 -1.79
C 0.495484 -0.691354 3.801404 0.07 0.08 -0.11 0.91
Cl -0.470512 -1.413558 2.535115 0.09 -0.01 0.07 -0.11
C 0.492395 -1.292746 5.057544 -0.12 -0.07 -0.12 0.04
Cl -0.491621 -2.673331 5.377604 0.05 0.02 0.00 -0.19
C 1.305794 -0.771944 6.059281 0.06 0.05 0.03 0.51
Cl 1.335298 -1.506388 7.616631 0.00 0.01 -0.02 -0.19
C 2.098558 0.342461 5.793684 0.01 0.09 -0.15 -0.12
Cl 3.123415 0.971670 7.027577 -0.02 -0.01 0.02 -0.20
```
Positions in Å, forces in eV/Å.

## Properties
2S+1 = 1
HOMO-LUMO gap = 7.9 eV
E_LUMO = 0.44 eV
Relative energy (zero: lowest compared OMol25 entry of this formula, charge and spin) = 0.0 kJ/mol

***

Number 1: strongest force on any atom 5.371 eV Å⁻¹, E_tot -9629.3149 eV. Number 2: strongest force on any atom 4.470 eV Å⁻¹, E_tot -3137.8244 eV. Number 3: strongest force on any atom 3.861 eV Å⁻¹, E_tot -66014.6022 eV. Number 4: strongest force on any atom 1.759 eV Å⁻¹, E_tot -6786.4657 eV. Number 5: strongest force on any atom 0.457 eV Å⁻¹, E_tot -113704.4530 eV.